[1]
Molecular formula: C2H2AgFO
Method: DFT, the ωB97M-V functional and the def2-TZVPD basis

The value obtained for the maximum force is 4.0 eV/Å. The gap between HOMO and LUMO comes out at 6.8 eV. The multiplicity is 1.

XYZ file:
```
7
Properties=species:S:1:pos:R:3:forces:R:3
F 1.35049 0.98536 -0.43781 0.0 -0.4 0.7
O 1.53295 -1.22846 -0.48838 -1.4 1.4 1.0
C 0.84242 -0.30591 -0.10308 2.9 -0.8 -2.7
C -0.43734 -0.22028 0.44530 -2.9 1.1 -0.3
Ag -1.65747 1.48668 -1.06083 0.9 -1.1 0.9
H -0.55827 0.37980 1.35008 0.0 -0.3 -0.3
H -1.07279 -1.09720 0.29471 0.5 0.1 0.6
```
Positions in Å, forces in eV/Å.

=====

[2]
Molecular formula: C17H16F6N2O6RuS3
Method: DFT, the ωB97M-V functional and the def2-TZVPD basis

The value obtained for the maximum force is 1.9 eV/Å. The expectation value of S² is 0.76. The gap between HOMO and LUMO (spin up / spin down) comes out at 6.8 / 7.3 eV. Its total charge is +1. The multiplicity is 2.

XYZ file:
```
51
Properties=species:S:1:pos:R:3:forces:R:3
Ru -0.44990 1.85283 -0.11450 1.7 -0.7 -0.5
O 1.58709 1.48308 -0.23135 -0.2 0.5 -0.2
N 2.25891 1.14565 0.87380 0.2 0.0 -0.2
C 3.56750 0.84380 0.74806 0.1 0.0 -0.2
C 4.28597 0.42484 1.83508 0.0 0.0 0.1
C 3.64898 0.31885 3.07425 0.0 0.1 -0.1
C 2.32356 0.67740 3.17872 0.1 0.0 0.1
C 1.63729 1.10812 2.04677 -0.1 0.1 0.3
S -0.00946 1.64200 2.09388 -1.0 0.1 -0.6
H 3.96926 0.97024 -0.24601 0.0 0.0 0.0
H 5.33488 0.19753 1.71862 0.0 0.0 0.0
H 4.19055 -0.02671 3.94342 0.0 0.0 0.0
H 1.79198 0.64065 4.11926 0.0 0.0 0.0
F -4.62431 2.32494 -2.51053 0.0 0.0 0.0
C -3.70119 3.24046 -2.26022 0.0 -0.3 -0.1
F -4.15121 4.43509 -2.56768 0.0 0.1 0.1
F -2.60719 2.95023 -2.96135 0.0 0.1 0.0
S -3.30146 3.10052 -0.44851 0.2 -0.7 0.3
O -2.51544 1.81825 -0.44179 -0.1 0.5 0.1
O -4.52544 3.09236 0.26190 0.0 0.0 0.0
N -2.33458 4.22760 0.01710 -0.4 0.7 -0.3
S -1.14663 4.79984 -0.81704 0.0 -0.1 0.1
O -0.01967 3.80824 -0.78426 -0.2 -0.2 0.4
O -1.43659 5.36861 -2.08606 0.3 0.0 0.1
C -0.63630 6.15805 0.32402 0.1 0.0 0.2
F -0.44711 5.66180 1.53975 0.0 0.0 0.0
F -1.59367 7.06305 0.34817 0.0 0.0 0.0
F 0.48919 6.68800 -0.12385 0.0 0.0 0.0
C -0.58545 -6.32957 0.36510 0.1 0.0 0.0
C -0.34721 -4.89757 -0.00296 0.0 0.0 0.0
C -1.14010 -3.87904 0.51846 0.0 0.0 0.1
C -0.94562 -2.55380 0.18124 0.0 0.0 0.1
C -1.83347 -1.51979 0.80931 0.0 0.0 -0.2
C 0.10584 -2.23489 -0.72617 -0.1 0.0 0.0
C 0.32281 -0.92318 -1.21684 0.2 0.1 -0.1
O -0.43417 0.06480 -1.06839 -0.6 -0.2 0.7
C 0.94293 -3.26716 -1.24500 0.1 0.1 -0.1
C 2.05915 -2.99372 -2.22384 -0.1 0.0 0.0
C 0.69312 -4.56730 -0.87459 0.1 -0.1 0.0
H -1.50626 -6.45638 0.92926 0.0 0.0 0.0
H 0.24290 -6.69983 0.97328 0.0 0.0 0.0
H -0.62237 -6.95185 -0.52939 0.0 0.0 0.0
H -1.93271 -4.13125 1.21232 0.0 0.0 0.0
H -2.52808 -1.98920 1.50235 0.0 0.0 0.0
H -2.40828 -0.97711 0.05908 0.0 0.0 0.0
H -1.24585 -0.78020 1.35462 0.0 0.0 0.0
H 1.21627 -0.77096 -1.82727 -0.1 0.1 -0.1
H 2.78789 -2.28393 -1.83000 0.0 0.0 0.0
H 1.67478 -2.59504 -3.16382 0.0 0.0 0.0
H 2.58551 -3.91693 -2.45317 0.0 0.0 0.0
H 1.31338 -5.36146 -1.27324 0.0 0.0 0.0
```
Positions in Å, forces in eV/Å.

=====

[3]
Molecular formula: C26H74N10O8
Method: DFT, the ωB97M-V functional and the def2-TZVPD basis

The value obtained for the maximum force is 3.9 eV/Å. The gap between HOMO and LUMO comes out at 9.5 eV. As for the SMILES: COC[C@H](C)N.COC[C@H](C)N.COC[C@H](C)N.COC[C@H](C)N.COC[C@H](C)N.COC[C@H](C)N.NC(N)=O.NC(N)=O. The multiplicity is 1.

XYZ file:
```
118
Properties=species:S:1:pos:R:3:forces:R:3
C 4.90841 -3.40417 -3.94455 2.3 1.9 1.4
C 4.90670 -2.71553 -2.54773 -0.7 0.9 0.1
C 4.20681 -1.32852 -2.48736 -1.0 0.1 0.3
O 4.46390 -0.80049 -1.18944 1.7 -0.2 -0.2
C 3.78966 0.35447 -0.81693 -1.9 0.9 0.0
N 4.23834 -3.55834 -1.55676 -0.4 -1.0 -1.9
H 3.90120 -3.58527 -4.17621 -1.2 -0.7 -0.8
H 5.60552 -4.26389 -3.91990 -0.8 0.1 0.0
H 5.39896 -2.66799 -4.62093 -0.6 -0.5 0.1
H 5.90836 -2.48417 -2.24777 1.0 0.0 0.1
H 3.09771 -1.49407 -2.46824 0.6 0.1 -0.8
H 4.52981 -0.57644 -3.25860 -0.3 -0.8 0.4
H 3.87829 1.32109 -1.44572 0.4 -1.7 0.6
H 4.05311 0.60695 0.22238 0.1 -0.1 -0.5
H 2.70058 0.08699 -0.79864 0.4 0.6 -0.1
H 4.57901 -4.49560 -1.69897 -0.1 -0.4 0.1
H 4.39416 -3.33908 -0.61428 0.4 0.8 1.3
C -1.70812 3.94327 -4.14304 -0.8 0.8 -0.8
C -1.29305 2.86287 -5.06790 -1.3 -1.4 -0.1
C 0.20264 2.65538 -5.13996 -0.6 -0.8 0.7
O 0.69954 2.46967 -3.79847 0.1 -0.7 -0.6
C 2.01155 1.93965 -3.79188 1.1 0.1 1.2
N -1.99040 1.62244 -4.63736 1.4 -1.4 0.5
H -1.27099 3.70722 -3.19108 -0.1 0.4 0.7
H -2.81728 3.98309 -4.14692 0.7 0.1 0.4
H -1.35758 4.87037 -4.56819 0.2 0.8 0.4
H -1.65337 3.06461 -6.09493 0.3 0.0 0.3
H 0.69943 3.50255 -5.57976 0.3 0.5 -0.3
H 0.33774 1.77542 -5.78134 0.4 -0.1 0.3
H 2.46355 2.00655 -2.75560 -1.0 0.0 -1.0
H 2.65698 2.54764 -4.42110 0.2 0.1 -0.3
H 2.12635 0.88607 -4.10791 -0.6 0.3 0.0
H -1.59167 1.16715 -3.76704 -0.8 1.0 -1.5
H -2.99884 1.70505 -4.57559 0.3 0.2 0.2
C 4.43877 -0.63984 3.45694 0.2 0.1 0.0
C 3.94891 0.43154 4.41274 -0.4 0.2 0.7
C 2.45050 0.24406 4.81908 0.0 0.2 -0.1
O 1.49491 0.82437 3.89265 1.9 -0.7 1.1
C 1.31213 2.20589 4.15080 -0.4 -0.3 1.3
N 4.68980 0.62591 5.67161 -0.4 -0.6 0.2
H 4.42587 -1.61286 3.90504 -0.1 -0.7 0.5
H 5.46363 -0.49142 3.12522 0.1 0.3 -0.1
H 3.80092 -0.69978 2.58351 -0.2 0.1 -0.3
H 4.03067 1.38782 3.90093 -0.2 0.2 -0.1
H 2.35537 0.72208 5.81689 -0.2 -0.2 -0.6
H 2.17405 -0.81719 4.92554 0.2 0.2 -0.2
H 2.15153 2.90870 3.95754 -0.3 -0.8 0.0
H 0.92964 2.32514 5.20404 0.5 0.1 -0.8
H 0.50669 2.33310 3.49403 -1.1 1.5 -0.9
H 5.49735 1.20325 5.61869 0.5 0.4 -0.4
H 4.95197 -0.20448 6.19311 -0.2 -0.1 -0.4
C -5.67397 0.83510 3.32264 0.0 -1.0 -0.1
C -4.98550 0.71756 1.91503 0.8 1.1 0.3
C -3.56088 1.24479 1.80559 0.6 1.3 0.5
O -3.54534 2.59001 2.28067 -1.1 -0.7 0.5
C -2.29285 3.19353 2.16189 0.2 -1.0 1.0
N -4.88488 -0.66338 1.49391 0.0 -0.3 -0.3
H -5.06024 0.48803 4.21907 -0.3 0.5 -1.4
H -6.42716 0.02050 3.16353 -0.1 1.0 0.8
H -6.12954 1.81004 3.59957 0.3 -0.7 -0.5
H -5.50266 1.32225 1.13838 -0.3 -0.6 0.6
H -3.24552 1.30744 0.73173 -0.1 -0.6 0.7
H -2.83559 0.63686 2.42746 -0.5 0.3 -0.7
H -2.37901 4.24074 2.38265 0.0 0.4 0.4
H -2.01750 3.10399 1.15200 1.0 0.0 -1.6
H -1.54855 2.64423 2.79096 -0.3 0.6 -0.3
H -5.81952 -1.04812 1.35376 0.5 -0.3 0.3
H -4.34364 -1.15478 2.21510 -0.7 -0.2 -0.4
C -4.23118 -2.39027 -2.48953 0.2 1.1 -0.5
C -2.72679 -2.47649 -2.18379 -0.2 -0.5 1.2
C -1.74428 -2.48030 -3.35889 -1.6 3.5 -0.5
O -1.90512 -3.57915 -4.21122 0.0 0.3 -0.1
C -1.08832 -3.39109 -5.35819 1.0 -1.1 0.6
N -2.40504 -1.35762 -1.24107 -0.7 -0.2 -1.8
H -4.78488 -2.70929 -1.59654 0.0 -0.3 -0.4
H -4.43391 -3.04430 -3.37884 -0.3 0.8 0.8
H -4.53786 -1.27603 -2.60821 0.5 -1.9 -0.4
H -2.52721 -3.48322 -1.72504 -0.3 0.6 0.1
H -0.77107 -2.29753 -2.85489 0.1 -0.7 -0.8
H -1.98635 -1.50707 -3.99899 0.7 -1.5 1.2
H -1.08149 -2.39406 -5.76223 -0.6 0.7 -0.1
H -1.33332 -4.11197 -6.15686 0.0 0.2 0.6
H -0.06402 -3.53048 -4.97662 0.1 -0.3 -0.6
H -1.51920 -1.49332 -0.81273 0.5 -0.4 0.8
H -3.16559 -1.15001 -0.59735 0.3 -0.3 0.1
C -2.26933 -3.76058 1.84611 1.4 -0.1 0.5
C -0.98884 -2.88646 1.86748 -2.2 0.7 -0.8
C -0.03369 -3.30376 2.92164 1.3 2.9 1.7
O -0.47446 -3.35456 4.26906 -0.6 0.5 0.2
C -0.84396 -2.05209 4.78191 -0.4 -0.1 -1.8
N -0.28868 -2.98151 0.54176 -1.0 1.4 1.5
H -2.58878 -3.93641 2.90214 -0.1 0.3 -0.9
H -1.91086 -4.73200 1.45871 -0.8 0.2 -0.1
H -3.01060 -3.25418 1.21413 0.0 -0.6 0.2
H -1.39883 -1.84778 2.07935 0.9 -0.8 -0.6
H 0.72978 -2.45223 2.98117 -0.1 -1.3 -0.7
H 0.39341 -4.23399 2.63629 0.6 -0.9 0.1
H -1.09237 -2.19855 5.80925 -0.4 0.0 0.6
H -1.69104 -1.61829 4.17403 0.4 -0.5 0.9
H -0.06659 -1.27107 4.70548 0.3 -0.6 -0.1
H -0.12223 -3.96947 0.41901 0.7 0.0 -0.4
H 0.55367 -2.39721 0.62462 0.0 -1.0 -0.4
C -0.30540 5.43930 1.01679 -0.5 -0.2 1.7
O -1.13885 6.27342 1.36221 0.6 -0.5 -0.7
N 0.46931 4.72160 1.95068 -1.1 0.9 0.9
N -0.05999 4.94157 -0.20424 0.2 -0.1 -1.9
H 1.39610 4.55857 1.64403 0.8 -0.5 0.0
H 0.35662 5.01104 2.92844 0.2 0.1 -0.9
H -0.46250 5.23119 -1.08029 -0.4 0.6 0.5
H 0.54297 4.14040 -0.32431 0.1 -0.2 0.5
C 0.40468 1.38646 0.16376 2.3 2.7 -1.3
O 1.24851 2.34623 0.19657 -1.7 -2.2 0.3
N -0.14472 1.06778 -1.07673 -0.8 -0.4 1.1
N 0.10992 0.64283 1.27967 1.0 0.8 -0.3
H -1.07059 0.64795 -1.14272 0.3 -0.3 0.2
H 0.02694 1.68310 -1.86212 0.4 0.3 0.4
H -0.24298 -0.25250 1.04148 -0.4 -0.9 0.2
H 0.83165 0.68344 2.04098 -1.0 -0.1 -0.9
```
Positions in Å, forces in eV/Å.